(1)
# C2H6NO

A 2-piece molecular cluster, C2H6NO overall (ωB97M-V/def2-TZVPD, OMol25).

The geometry in XYZ format:
```
10
Properties=species:S:1:pos:R:3:forces:R:3:mulliken_charge:R:1
C 1.20734 -0.27597 -0.26105 4.8 0.4 2.7 -0.466
C 0.11776 0.59354 0.13845 -0.3 -1.3 0.8 0.057
N -1.26363 -0.10177 0.10273 0.2 1.1 0.7 -0.350
O 0.68838 0.65707 -1.12327 -0.8 0.8 -0.6 -0.299
H 2.75194 -0.00297 0.26849 -4.6 -0.7 -1.5 0.305
H 1.03770 -1.33137 -0.34800 0.1 -0.5 -0.7 0.254
H 0.18441 1.27519 0.95498 0.0 1.1 -0.1 0.415
H -2.08667 0.52360 0.02551 0.7 0.0 -0.6 0.356
H -1.49352 -0.64439 0.94369 0.6 -0.2 -0.1 0.360
H -1.14370 -0.69294 -0.70153 -0.8 -0.7 -0.6 0.369
```
Positions in Å, forces in eV/Å.

Summary:
* HOMO-LUMO gap: 11.363 eV
* 2S+1: 1
* calculated total energy: -209.39125 a.u.
* energy above the lowest of the compared OMol25 structures with the same formula, charge and spin: 353.0 kJ/mol
* charge: +1



(2)
# C2H5F4NP2

One molecule with the formula C2H5F4NP2 (ωB97M-V/def2-TZVPD, OMol25).

The geometry in XYZ format:
```
14
Properties=species:S:1:pos:R:3:forces:R:3:mulliken_charge:R:1
C 2.45275 0.24527 0.10157 -0.2 -0.2 -0.1 -1.253
C 1.02826 -0.26141 -0.07307 0.6 -0.2 0.0 -0.127
N 0.10686 0.83646 0.13533 -2.0 -0.9 0.0 -0.405
P -1.43517 0.73260 0.07821 -0.3 3.0 -0.6 0.716
F -2.08924 1.41942 -1.25712 0.5 -1.0 0.8 -0.305
F -2.00534 1.89501 1.01585 0.1 -0.9 -0.1 -0.270
P -3.15746 -0.86451 0.25552 2.2 -0.6 -0.7 0.476
F -2.19928 -1.95158 0.96050 -0.7 0.4 0.1 -0.222
F -2.86828 -1.40549 -1.22925 -0.5 0.3 0.5 -0.219
H 2.57868 0.67494 1.09064 0.0 0.1 0.1 0.313
H 3.14820 -0.58170 -0.01983 0.2 0.0 0.0 0.371
H 2.67414 1.00674 -0.64092 0.1 0.1 -0.1 0.309
H 0.92172 -0.68992 -1.07567 0.0 0.0 0.1 0.321
H 0.84416 -1.05581 0.65823 0.1 0.0 -0.1 0.293
```
Positions in Å, forces in eV/Å.

Summary:
* HOMO-LUMO gap: 8.919 eV
* SMILES: CCN=P(F)(F)P(F)F
* 2S+1: 1
* calculated total energy: -1216.23402 a.u.



(3)
# C2H5ClNO2S

A 2-piece molecular cluster, C2H5ClNO2S overall (ωB97M-V/def2-TZVPD, OMol25).

The geometry in XYZ format:
```
12
Properties=species:S:1:pos:R:3:forces:R:3:mulliken_charge:R:1
C -1.26168 0.78140 0.66949 -3.7 -3.3 -0.8 -1.140
C -1.39575 -0.01808 -0.71896 2.1 1.2 1.3 -0.426
N -0.21375 -0.66570 -1.09713 1.0 -1.1 -0.9 -0.517
O 3.95555 -1.39748 0.00080 -1.0 1.1 -0.3 -0.418
O 3.49222 0.95553 0.51359 -0.6 -0.9 -0.6 -0.433
S 3.05644 -0.25827 -0.16431 1.3 -0.4 0.8 0.762
Cl 0.12860 -2.07153 0.00243 -0.1 0.2 0.2 -0.374
H -0.46099 1.39722 0.71487 2.3 2.2 0.2 0.341
H -2.25899 1.19919 0.71076 -0.2 1.3 0.4 0.382
H -1.30708 0.06269 1.53231 0.6 0.3 -0.9 0.224
H -2.28020 -0.58153 -0.50702 -1.1 -1.0 -0.6 0.276
H -1.45438 0.59657 -1.65683 -0.7 0.3 1.1 0.322
```
Positions in Å, forces in eV/Å.

Summary:
* HOMO-LUMO gap: 4.620 eV
* 2S+1: 1
* calculated total energy: -1142.75914 a.u.
* energy above the lowest of the compared OMol25 structures with the same formula, charge and spin: 327.0 kJ/mol
* charge: -1



(4)
# C21H19N3O2

One molecule with the formula C21H19N3O2 (ωB97M-V/def2-TZVPD, OMol25).

The geometry in XYZ format:
```
45
Properties=species:S:1:pos:R:3:forces:R:3:mulliken_charge:R:1
C -1.68500 3.33034 0.07085 0.0 -0.1 0.1 -1.719
C -0.96269 2.12058 -0.40471 0.1 0.4 -0.3 1.055
C -0.08605 1.98704 -1.43825 -0.1 -0.1 0.1 -1.661
C 0.35460 0.63119 -1.46565 -0.7 0.3 0.3 0.809
C 1.34556 0.18025 -2.42694 0.3 -0.4 0.0 0.507
O 1.47533 0.68332 -3.52240 0.1 0.0 0.1 -0.623
C 2.32652 -0.91840 -1.99682 0.0 -0.1 -0.8 -0.861
N 2.67746 -0.87749 -0.59453 0.1 -0.2 0.2 0.184
C 2.93169 0.30060 -0.00973 0.2 0.4 0.7 -0.017
C 3.22532 0.39684 1.32686 -0.2 -0.5 -0.7 0.216
C 3.44924 1.65196 1.92676 0.0 0.4 0.1 -0.088
N 3.61658 2.66460 2.43823 0.1 0.4 0.2 -0.545
C 3.28861 -0.79810 2.09596 -0.1 -0.3 -0.3 -0.287
C 3.06042 -1.98952 1.49807 0.1 0.0 0.4 -0.820
C 2.73099 -2.10307 0.10025 0.0 0.0 -0.1 0.437
O 2.49356 -3.14131 -0.48878 0.0 -0.2 0.0 -0.685
C -0.31267 -0.02402 -0.43756 0.3 -0.2 -0.4 0.855
C -0.38151 -1.45971 -0.05872 0.0 0.0 0.1 -1.904
N -1.09559 0.89046 0.19408 0.2 0.1 0.0 0.469
C -1.98892 0.58677 1.27918 -0.3 -0.1 0.3 -1.830
C -3.28554 -0.04906 0.82405 0.0 0.0 0.0 1.013
C -3.76396 0.13004 -0.46657 0.1 0.0 0.0 -0.063
C -4.96147 -0.44698 -0.85325 -0.1 0.0 0.0 -0.747
C -5.69342 -1.20283 0.04547 -0.1 0.0 0.0 -0.407
C -5.22203 -1.38299 1.33518 0.0 0.0 0.1 -0.622
C -4.02358 -0.81102 1.72118 0.1 0.1 0.0 -0.486
H -1.36444 3.61135 1.07513 0.0 0.1 0.1 0.298
H -1.46757 4.15775 -0.59830 0.0 0.0 0.0 0.442
H -2.76322 3.16930 0.08435 -0.1 0.1 0.0 0.319
H 0.24936 2.75210 -2.10835 0.0 0.2 -0.1 0.502
H 3.22442 -0.81548 -2.61654 -0.2 0.0 0.1 0.281
H 1.90289 -1.90924 -2.19760 0.1 0.2 0.0 0.474
H 2.89436 1.17914 -0.63835 0.0 0.0 0.0 0.600
H 3.52652 -0.73280 3.14756 0.0 0.0 0.1 0.509
H 3.10944 -2.91782 2.04513 0.0 -0.1 0.0 0.448
H 0.12241 -2.08572 -0.78665 0.0 -0.1 0.0 0.361
H -1.42243 -1.77972 -0.00112 0.0 -0.1 0.0 0.508
H 0.07620 -1.63388 0.91753 0.0 -0.1 0.0 0.282
H -1.48404 -0.08112 1.98483 -0.1 0.1 0.0 0.305
H -2.21483 1.51698 1.80962 0.1 -0.1 0.0 0.552
H -3.19877 0.71412 -1.17810 0.1 0.1 -0.1 0.374
H -5.32156 -0.30380 -1.86097 0.0 0.0 -0.1 0.395
H -6.62706 -1.65205 -0.25756 -0.1 0.0 0.0 0.387
H -5.78667 -1.97340 2.04122 0.0 -0.1 0.1 0.383
H -3.65559 -0.95562 2.72716 0.0 0.0 0.1 0.399
```
Positions in Å, forces in eV/Å.

Summary:
* HOMO-LUMO gap: 8.431 eV
* SMILES: Cc1cc(C(=O)Cn2cc(C#N)ccc2=O)c(C)n1Cc1ccccc1
* 2S+1: 1
* calculated total energy: -1126.40077 a.u.
* energy above the lowest of the compared OMol25 structures with the same formula, charge and spin: 111.6 kJ/mol



(5)
# C58H71N11O

A 10-piece molecular cluster, C58H71N11O overall (ωB97M-V/def2-TZVPD, OMol25).

The geometry in XYZ format:
```
141
Properties=species:S:1:pos:R:3:forces:R:3:mulliken_charge:R:1
C 4.42542 -2.66675 -1.17691 -0.6 0.2 -0.8 -0.250
C 4.30788 -1.52684 -0.80579 0.8 0.1 1.1 -0.618
C 4.40685 -0.23684 -0.07344 -0.5 0.0 -0.5 -0.520
C 3.77030 0.90087 -0.88623 -0.1 0.2 0.2 1.004
C 4.33025 1.20652 -2.10320 -0.2 0.1 0.0 -0.685
C 3.82314 2.25086 -2.93788 0.5 -1.0 0.8 0.352
N 4.42287 2.45764 -4.15278 -1.3 0.9 0.4 -0.678
C 3.84256 3.43423 -4.81523 0.4 0.2 -0.8 -0.516
C 2.75220 4.22443 -4.34258 -0.1 -0.2 0.4 -0.351
N 2.18397 4.02520 -3.17411 0.6 -0.4 -0.5 -0.484
C 2.72554 2.99335 -2.45832 -0.3 0.2 0.2 -0.164
C 2.14243 2.67090 -1.18212 -0.4 -0.2 -0.1 1.000
C 1.00757 3.47560 -0.74229 1.2 0.3 0.4 -1.477
C 0.34181 4.30302 -0.17116 -0.7 -0.6 0.1 0.307
C 2.62643 1.63008 -0.39087 -0.2 0.5 -0.7 -0.143
C 1.93505 1.28908 0.91280 0.7 -0.8 0.6 -1.643
C 1.36997 -0.16156 0.99218 -0.6 0.2 -0.2 0.101
C 0.65323 -0.67101 -0.28393 -0.5 -0.7 0.6 -1.028
C -0.90004 -0.51181 -0.26892 0.6 0.3 -1.6 -0.190
C -1.32822 0.61754 -1.24879 -0.2 -0.7 0.4 0.409
C -2.83371 0.54800 -1.60085 0.0 0.7 -0.3 -0.768
C -3.37738 1.95895 -1.98265 -0.2 -0.6 0.0 -0.481
C -4.11619 2.71639 -0.83324 0.3 0.3 -0.7 -0.650
O -3.91152 2.18626 0.46569 0.2 0.2 0.0 -0.242
C -2.73761 2.70262 1.07921 0.0 0.1 0.1 -0.476
H 4.35839 -3.57503 -1.74529 0.2 0.1 0.4 0.451
H 3.91210 -0.35560 0.89357 0.1 0.1 -0.2 0.145
H 5.45653 0.00710 0.14748 -0.2 -0.2 -0.2 0.566
H 5.17682 0.62514 -2.47652 -0.2 0.2 0.1 0.511
H 4.22964 3.65775 -5.81599 0.0 -0.1 0.3 0.472
H 2.35481 5.02946 -4.96562 0.2 -0.2 0.2 0.640
H -0.40543 4.81563 0.40374 0.3 0.2 -0.3 0.593
H 1.13457 1.98417 1.17918 0.2 0.1 -0.5 0.459
H 2.69207 1.38532 1.71534 -0.3 0.0 -0.2 0.449
H 0.61008 -0.15780 1.79314 0.3 0.0 -0.1 0.212
H 2.10795 -0.90736 1.31482 0.0 0.4 -0.2 0.383
H 0.85927 -1.75294 -0.34673 0.1 0.3 0.0 0.492
H 1.03341 -0.24040 -1.21936 0.1 0.0 0.3 0.395
H -1.31161 -0.35615 0.73594 0.0 -0.1 -0.2 -0.224
H -1.31155 -1.43514 -0.71043 -0.1 0.2 0.5 0.429
H -1.02190 1.58517 -0.82796 -0.3 -0.1 -0.2 -0.664
H -0.77116 0.48378 -2.19053 0.0 0.1 0.3 0.599
H -3.40379 0.08124 -0.78661 0.1 0.3 -0.1 0.162
H -2.97716 -0.07754 -2.49697 0.2 -0.1 0.4 0.517
H -4.09130 1.85752 -2.81621 0.2 0.1 0.3 0.104
H -2.52745 2.52576 -2.39653 -0.3 0.0 0.3 0.354
H -3.78782 3.77043 -0.85973 -0.3 -0.2 0.1 0.294
H -5.19250 2.70890 -1.05207 0.2 -0.1 0.4 0.410
H -2.18611 1.89263 1.58194 -0.1 0.1 -0.2 0.075
H -2.99011 3.45951 1.84220 -0.1 -0.2 -0.2 0.404
H -2.09658 3.17333 0.32238 0.0 -0.2 0.3 -0.001
C -2.92765 -1.29298 3.10526 0.0 0.0 0.0 -0.293
C -4.02149 -0.67180 2.44525 0.0 0.1 0.0 0.012
C -4.95910 -1.64067 2.21505 0.0 -0.1 0.0 -1.238
N -4.47309 -2.82416 2.70535 0.0 0.1 0.0 0.100
C -3.23743 -2.61979 3.25407 0.0 -0.1 0.0 -0.946
H -2.01866 -0.81475 3.43619 -0.1 0.1 0.1 0.841
H -4.10772 0.36775 2.17240 0.0 0.0 -0.1 0.257
H -5.92743 -1.59172 1.74658 0.0 0.0 0.0 0.435
H -4.95175 -3.70508 2.66950 0.0 0.0 0.0 0.205
H -2.68879 -3.43220 3.70196 0.0 0.0 0.1 0.569
C -6.01703 2.36166 3.58433 -0.1 0.0 0.0 -0.165
C -4.91246 2.24188 4.46947 0.1 0.0 0.0 -0.024
C -5.19344 2.99465 5.57854 0.0 0.1 0.0 -0.862
N -6.42369 3.56616 5.39746 0.0 -0.1 0.0 0.042
C -6.93348 3.18237 4.18595 0.0 0.0 0.0 -0.813
H -6.12444 1.89784 2.61723 0.0 0.0 0.0 0.406
H -4.01442 1.66825 4.30879 0.0 0.0 0.0 0.467
H -4.62700 3.17251 6.47714 0.0 0.0 0.0 0.399
H -6.88134 4.17343 6.05169 0.0 0.0 0.0 0.186
H -7.90006 3.52633 3.85833 0.0 0.0 0.0 0.389
C 1.59212 2.04778 -7.66105 0.0 0.0 0.0 0.174
C 1.00721 1.52195 -8.84456 0.0 0.0 0.0 -0.916
C 1.54439 0.27870 -9.04541 0.0 -0.1 0.0 -0.391
N 2.43223 0.03529 -8.03215 -0.1 0.1 0.0 0.015
C 2.46474 1.10615 -7.18322 0.1 0.0 0.1 -0.668
H 1.39323 3.00694 -7.21078 0.0 0.0 0.0 0.477
H 0.27581 2.00115 -9.47432 0.0 0.0 0.0 0.382
H 1.37279 -0.45102 -9.81851 0.0 0.0 0.0 0.385
H 2.97653 -0.80114 -7.92803 0.0 0.0 0.0 0.180
H 3.10308 1.10570 -6.31503 0.0 0.0 0.0 0.358
C 2.60788 8.73788 -7.26475 0.0 0.0 0.0 -0.512
C 1.44016 9.16673 -6.57794 0.0 0.0 0.0 -0.377
C 0.67284 8.05732 -6.34461 -0.1 0.0 0.0 -0.548
N 1.32924 6.97552 -6.86669 0.1 0.0 0.1 0.036
C 2.51150 7.38188 -7.42581 0.0 -0.1 0.0 -0.320
H 3.42472 9.35498 -7.60081 0.0 0.0 0.0 0.401
H 1.19326 10.17469 -6.28816 0.0 0.0 0.0 0.397
H -0.27949 7.94360 -5.85487 0.0 0.0 0.0 0.359
H 0.99436 6.02971 -6.84437 0.0 0.0 0.0 0.209
H 3.17779 6.67311 -7.88864 0.0 0.0 0.0 0.374
C 2.03796 -2.26915 5.30384 0.0 0.0 0.0 -1.194
C 1.86473 -3.66574 5.11197 0.0 -0.1 0.0 -0.243
C 0.73368 -3.83666 4.36006 0.1 0.0 -0.2 -1.084
N 0.21345 -2.59959 4.09076 0.1 0.0 0.0 0.685
C 1.00614 -1.63917 4.65951 -0.1 0.0 0.0 -0.323
H 2.83100 -1.78358 5.84853 0.0 0.0 0.0 0.540
H 2.49836 -4.45465 5.48316 0.0 0.0 0.0 0.504
H 0.25546 -4.72915 3.99341 0.1 0.0 0.0 0.691
H -0.61959 -2.42352 3.55654 0.0 0.0 -0.1 -0.131
H 0.76909 -0.59347 4.55508 0.0 0.0 0.0 0.520
C 3.94038 -6.92061 2.49011 0.1 -0.1 0.1 -0.786
C 3.11566 -5.92872 1.89833 0.0 0.1 0.0 -0.158
C 1.82421 -6.36905 1.98738 -0.1 -0.1 0.0 -0.917
N 1.83512 -7.59197 2.60507 0.1 0.1 0.0 0.019
C 3.12306 -7.93374 2.91891 -0.1 0.0 0.0 -0.624
H 5.01379 -6.89271 2.58986 0.0 0.0 -0.1 0.602
H 3.43525 -4.99676 1.46026 0.0 0.0 0.0 0.735
H 0.89984 -5.91933 1.66569 0.0 0.0 0.0 0.507
H 1.02462 -8.15019 2.80001 0.0 0.0 0.0 0.198
H 3.34467 -8.86183 3.41823 0.0 0.0 0.0 0.427
C -4.76406 1.31447 -5.97458 0.1 0.0 0.0 -0.276
C -5.70265 2.22337 -6.53241 0.0 0.0 0.0 -0.455
C -6.95090 1.70102 -6.32168 -0.1 0.0 0.0 -0.501
N -6.80276 0.51164 -5.66107 0.0 0.1 0.0 -0.001
C -5.47327 0.27079 -5.44248 0.0 -0.1 0.0 -0.570
H -3.69112 1.41677 -5.96414 0.0 0.0 0.0 0.470
H -5.48555 3.15386 -7.03050 0.0 0.0 0.0 0.386
H -7.92781 2.07091 -6.58361 0.0 0.0 0.0 0.374
H -7.55366 -0.09138 -5.38024 0.0 0.0 0.0 0.184
H -5.14853 -0.61912 -4.92983 0.0 0.0 0.0 0.395
C -1.21454 -3.83826 8.28181 0.0 0.0 0.0 -0.610
C -2.09971 -4.66603 9.02527 0.0 0.0 0.0 -0.509
C -2.73582 -5.48757 8.13421 -0.1 0.0 0.0 -0.503
N -2.27140 -5.18603 6.88099 0.0 0.0 0.1 0.073
C -1.34052 -4.18454 6.96341 -0.1 0.1 0.0 -0.173
H -0.55924 -3.07675 8.67129 0.0 0.0 0.0 0.407
H -2.25085 -4.65830 10.09227 0.0 0.0 0.0 0.399
H -3.47540 -6.25665 8.28132 0.0 0.0 0.0 0.398
H -2.56810 -5.63126 6.03303 0.0 0.0 0.0 0.193
H -0.85249 -3.80726 6.08064 0.0 0.0 0.2 0.333
C 8.29814 -3.80467 3.91471 0.0 0.0 0.0 -0.534
C 7.46582 -2.82210 3.31503 0.0 0.0 0.0 -0.461
C 6.17516 -3.27376 3.40064 -0.1 0.0 0.0 -0.561
N 6.19602 -4.49041 4.02442 0.0 0.0 0.0 0.060
C 7.48479 -4.81973 4.34450 0.0 -0.1 0.0 -0.518
H 9.37011 -3.76955 4.01897 0.0 0.0 0.0 0.389
H 7.77913 -1.89081 2.87231 0.0 0.0 0.0 0.411
H 5.24638 -2.83704 3.07236 0.0 0.0 0.0 0.587
H 5.38712 -5.05539 4.21641 0.0 0.0 0.0 0.229
H 7.71097 -5.74478 4.84770 0.0 0.0 0.0 0.398
```
Positions in Å, forces in eV/Å.

Summary:
* HOMO-LUMO gap: 7.669 eV
* SMILES: C#CCc1cc2nccnc2c(C#C)c1CCCCCCCCOC.c1cc[nH]c1.c1cc[nH]c1.c1cc[nH]c1.c1cc[nH]c1.c1cc[nH]c1.c1cc[nH]c1.c1cc[nH]c1.c1cc[nH]c1.c1cc[nH]c1
* 2S+1: 1
* calculated total energy: -2929.99751 a.u.
* energy above the lowest of the compared OMol25 structures with the same formula, charge and spin: 0.0 kJ/mol



(6)
# C2HClF2O2

One molecule with the formula C2HClF2O2 (ωB97M-V/def2-TZVPD, OMol25).

The geometry in XYZ format:
```
8
Properties=species:S:1:pos:R:3:forces:R:3:mulliken_charge:R:1
O 2.06965 0.03350 0.70148 1.1 0.3 1.9 -0.355
C 1.53128 -0.24266 -0.27613 -2.3 -0.3 -3.2 0.215
O 0.15108 -0.18492 -0.59985 -3.2 0.2 0.9 -0.298
C -1.04142 0.14694 0.18873 2.4 -1.2 2.2 0.626
F -1.52070 -0.93530 0.91838 0.7 0.7 -1.6 -0.209
F -0.65014 0.97973 1.19619 -0.6 0.2 -1.4 -0.189
Cl -2.35052 0.74216 -0.80525 0.8 0.0 0.2 -0.084
H 1.81078 -0.53944 -1.32354 1.0 0.0 1.1 0.295
```
Positions in Å, forces in eV/Å.

Summary:
* HOMO-LUMO gap: 12.522 eV
* SMILES: O=COC(F)(F)Cl
* 2S+1: 1
* calculated total energy: -887.19239 a.u.
* energy above the lowest of the compared OMol25 structures with the same formula, charge and spin: 88.8 kJ/mol



Record-wise F_max values, in hartree/bohr: 0.10785; 0.05942; 0.09783; 0.01700; 0.03344; 0.07687